No. 1
The molecule C3H2ClNO2 at a distorted geometry. Source: the Open Molecules 2025 dataset; level of theory: ωB97M-V/def2-TZVPD.

Cartesian coordinates (Å):
1 O -2.08419 -0.87742 -0.08938
2 C -0.87246 -0.35586 0.03440
3 N 0.25935 -0.97423 -0.06100
4 C 1.25900 0.02614 -0.15115
5 Cl 2.89097 -0.41996 0.01749
6 C 0.56658 1.16136 -0.01292
7 O -0.87739 1.06036 0.06587
8 H -1.91047 -1.91825 0.38786
9 H 0.76860 2.29788 -0.19118

Cartesian forces (eV/Å) of the 6 atoms listed first:
O 0.8287 -4.8616 2.9836
C -0.1742 1.3813 -0.9890
N -0.5460 0.0897 0.0187
C -2.6687 -0.6177 1.5034
Cl -0.1101 0.4052 -0.3764
C -0.2430 5.9914 -1.1673

Summary:
Net charge ... 0
Highest occupied orbital energy ... -9.19 eV
2S+1 ... 1
LUMO energy ... 0.3 eV

Now the Löwdin charges, all in e: 0.067, -0.506, 0.108, -0.756, 0.704, -0.111, 0.071, 0.267, 0.157

***

No. 2
A cluster of 2 separate species, C3H2ClNOS in total at a distorted geometry. Source: the Open Molecules 2025 dataset; level of theory: ωB97M-V/def2-TZVPD.

Cartesian coordinates (Å):
1 C -2.46876 2.40111 0.05218
2 C -0.47419 -0.82548 0.62637
3 C -0.02947 0.58518 0.69431
4 N -2.29192 2.80562 1.12372
5 O -1.33437 -1.33271 1.35670
6 S -2.69339 1.62983 -1.34492
7 Cl -0.46665 1.58231 1.92540
8 H 0.15648 -1.49980 -0.20172
9 H 0.63981 1.04674 -0.01650

Cartesian forces (eV/Å) of the 6 atoms listed first:
C -0.5681 -1.1872 -1.7400
C -0.4658 -2.4508 -0.1287
C -0.4882 0.5544 0.6680
N 0.1241 1.3962 2.1375
O 2.1736 1.3899 -1.7514
S 0.6835 -0.1150 0.2164

Summary:
Net charge ... 0
Highest occupied orbital energy ... -9.26 eV
2S+1 ... 1
LUMO energy ... -3.3 eV

Now the Löwdin charges, all in e: -0.994, -0.333, -0.469, -0.069, 0.018, 0.659, 0.953, 0.170, 0.065

***

No. 3
The molecule C3H2ClNOS at a distorted geometry. Source: the Open Molecules 2025 dataset; level of theory: ωB97M-V/def2-TZVPD.

Cartesian coordinates (Å):
1 O -2.35588 -0.00186 -1.36988
2 C -1.59561 0.19937 -0.50377
3 S -1.48315 1.33736 0.84911
4 C -0.61055 -0.15828 0.46404
5 C 0.83040 -0.19340 0.07031
6 N 1.75636 0.58172 0.40896
7 Cl 3.23524 0.30118 -0.19007
8 H -0.63891 -1.12383 1.06316
9 H 0.86210 -0.94227 -0.79186

Cartesian forces (eV/Å) of the 6 atoms listed first:
O 0.0059 -0.6665 -1.3756
C -1.2983 0.8403 1.1075
S -0.2995 1.0879 0.6036
C 2.5506 -2.2655 1.1574
C -0.5753 -0.6131 -2.8509
N -2.3320 0.4498 1.5942

Summary:
Net charge ... 0
Highest occupied orbital energy ... -9.99 eV
2S+1 ... 1
LUMO energy ... 0.1 eV

Now the Löwdin charges, all in e: 0.119, -0.685, 0.972, -0.552, -0.324, -0.471, 0.644, 0.155, 0.143

***

No. 4
The molecule C3H2ClNS at a distorted geometry. Source: the Open Molecules 2025 dataset; level of theory: ωB97M-V/def2-TZVPD.

Cartesian coordinates (Å):
1 N 0.41710 2.52507 -0.04726
2 C 0.47653 1.36807 0.13214
3 C 0.59322 -0.03380 0.23762
4 S 1.91000 -0.86893 -0.22759
5 C -0.68570 -0.67285 0.79304
6 Cl -2.01818 -0.32960 -0.32618
7 H -0.55428 -1.78516 0.76453
8 H -0.92067 -0.35276 1.77605

Cartesian forces (eV/Å) of the 6 atoms listed first:
N 0.0274 -2.5640 0.5858
C 0.3919 3.6848 -0.9015
C -0.2348 -1.5032 0.3633
S -0.7600 0.5683 0.3097
C 1.1087 -1.9726 -1.4720
Cl -0.2451 0.2082 0.0457

Summary:
Net charge ... 0
Highest occupied orbital energy ... -10.01 eV
2S+1 ... 1
LUMO energy ... -2.0 eV

Now the Löwdin charges, all in e: 0.198, -0.302, -0.854, 0.820, -0.605, 0.597, 0.077, 0.068

***

Which relative energy (zero: lowest compared OMol25 entry of this formula, charge and spin) belongs to each record? In order, 2.0021 3.8000 2.6462 0.9996 eV.